{"formula": "C43H110F3O15Zn", "method": "wB97M-V/def2-TZVPD", "homo_energy_ev": -11.7215, "charge": 1, "e_lumo_ha": -0.096, "fmax_ev_per_a": 3.2, "species": ["C", "H", "H", "C", "H", "C", "H", "H", "C", "H", "H", "C", "H", "C", "H", "C", "H", "H", "C", "C", "H", "H", "O", "H", "H", "H", "H", "H", "C", "H", "H", "C", "H", "C", "H", "H", "H", "H", "C", "H", "H", "C", "O", "C", "O", "F", "O", "H", "H", "C", "C", "C", "H", "C", "O", "C", "H", "H", "O", "H", "H", "H", "C", "H", "H", "H", "H", "H", "C", "H", "H", "H", "C", "H", "H", "C", "H", "C", "H", "H", "H", "H", "H", "H", "H", "H", "H", "C", "F", "H", "Zn", "H", "O", "O", "H", "H", "H", "C", "C", "C", "H", "H", "H", "H", "O", "C", "H", "H", "H", "H", "H", "H", "H", "H", "H", "O", "C", "H", "O", "H", "H", "H", "C", "H", "O", "H", "C", "C", "H", "C", "H", "H", "H", "C", "C", "H", "O", "H", "H", "H", "H", "H", "C", "C", "H", "H", "O", "H", "H", "O", "H", "C", "H", "H", "H", "F", "H", "H", "H", "C", "C", "H", "H", "H", "H", "H", "H", "C", "H", "H", "H", "H"], "positions_angstrom": [[-5.0053, -4.3512, 1.8666], [-3.3985, 4.8693, -5.4506], [7.5010, -4.9093, -0.5418], [7.2520, -4.9167, 0.5148], [1.9334, -0.2943, 3.0139], [-3.6969, 0.4210, 4.6116], [5.6133, -2.7057, -5.0782], [-4.6951, 2.5137, 0.1936], [-0.9695, -1.4182, -4.5244], [5.3980, -5.2067, 1.6257], [3.9897, -2.5932, -3.2091], [0.1275, 2.3660, -0.8243], [-2.0211, 5.9476, -0.0695], [-2.0843, 0.7818, -4.0266], [-4.3942, -0.3165, 4.2098], [2.4489, 7.2773, -1.1116], [0.9422, -4.9937, -1.9549], [-1.0771, 0.4671, 5.4861], [-2.1873, 5.5007, 0.9132], [-1.7941, 6.5245, 1.9761], [5.4601, -1.1133, 5.1610], [4.1663, -3.3290, 0.4719], [3.0149, 5.1511, 2.5701], [3.4675, 7.4310, -1.4775], [4.8919, 3.5585, 1.4076], [-0.5968, -2.9635, 4.6283], [-0.4141, -5.4689, 4.5646], [7.6665, -5.7817, 1.0338], [-1.1977, -4.9667, -2.3494], [-2.0502, 6.6376, -3.7037], [-5.5030, -3.4821, 2.2943], [3.7774, -0.3317, 4.0286], [-1.5260, -6.1325, -4.0815], [4.3653, 3.1572, 2.2832], [-2.0952, -5.3518, 4.0600], [-0.9530, -6.3912, 3.1474], [0.4529, -4.2848, 2.7005], [-0.9414, -3.4248, 1.1299], [0.1613, 1.3070, 0.2371], [-0.2352, 7.5308, 0.9142], [4.3805, 2.0788, 2.0939], [4.9850, -3.1144, -5.8838], [-1.2263, -4.2532, 1.5978], [-4.4955, -5.4707, -0.3738], [-3.6190, -0.5496, -0.0045], [1.0386, -2.3179, -1.4560], [2.8437, -0.6071, 5.1277], [-1.6263, 4.0849, -3.6029], [2.5907, 7.2552, -0.0227], [2.9445, -0.6415, 2.8280], [-2.4708, 4.5507, -3.1031], [-4.1579, 1.7975, -0.4397], [-0.1027, -5.5918, -0.6562], [2.3111, 5.6006, -3.0310], [-2.0043, 5.8886, 3.2493], [2.9653, 3.7028, 2.2583], [1.0497, 3.1725, 3.5375], [4.6965, -2.2426, 4.1171], [-1.3138, -3.5962, -1.8501], [0.8785, 2.2316, -1.5943], [3.1544, -0.1676, 5.9260], [-4.9314, 5.5647, -3.2714], [-2.8315, 5.8839, -3.7839], [-4.2225, 1.3651, 4.4294], [2.3900, -1.2959, -5.3156], [-1.9896, -5.5849, -1.9100], [-1.0137, -1.0493, -5.5487], [1.7922, 6.2716, -3.7273], [-0.3139, 6.8495, 1.7628], [-0.4209, -3.2106, -1.9124], [-1.6515, -1.2083, 5.1725], [0.1830, 3.3638, -0.3833], [0.0010, -1.0867, 0.3678], [-4.6178, -5.3216, -1.4430], [5.1785, -2.6284, -6.8282], [-0.6208, -4.2609, 2.8982], [0.9674, 5.6586, -1.3364], [-2.3613, 0.4165, 3.8680], [-4.1832, 2.1665, -1.4642], [-0.0431, 0.2542, -3.5231], [3.9735, 0.7421, 4.1399], [2.4020, 3.5997, 1.3214], [1.1697, 1.2261, 0.6540], [7.7245, -4.0792, 1.0402], [0.2137, -6.6041, -2.1311], [3.3731, 5.7361, -3.2399], [-2.0284, 1.4338, 3.6673], [-1.3409, -5.0752, -3.8498], [2.3251, -1.2257, -0.1732], [-2.2390, -4.5436, -4.1506], [-2.6242, -2.0363, -0.9962], [-2.7574, -3.8759, 0.8274], [5.1414, -5.6122, -0.4157], [-3.4412, -3.3661, 0.3045], [2.8896, -3.6100, -5.9212], [-0.0870, -2.0311, -4.3350], [4.9558, 3.4053, 3.1591], [-5.7574, 0.2457, 0.8217], [-4.6534, -4.1854, 0.4086], [2.0080, 5.9028, -1.5925], [-1.9720, 1.1677, -5.0361], [-3.5518, -5.9885, -0.1592], [-5.3422, 0.4104, 1.8196], [2.3869, 5.3210, 3.2715], [-0.1695, 0.0882, -0.4156], [1.1596, -1.8928, -0.1959], [-4.1271, -4.5379, 2.4910], [5.3580, -5.1372, -1.2263], [0.2619, 5.9273, 1.7210], [5.6901, -2.8876, -0.3668], [-0.4032, -4.9063, -4.3814], [-0.5874, -2.0963, 3.1440], [2.6516, 2.9563, 4.2792], [-1.5556, 6.4118, 3.9252], [-3.3284, -0.3115, 0.9117], [-1.4013, -0.7127, -2.2933], [-4.7603, 0.3724, -0.2847], [-5.1730, 0.1074, -1.2583], [-2.7979, 5.5852, -5.2206], [-2.1140, 4.6329, -2.0613], [-1.8187, -2.0903, -4.3762], [-3.1278, 1.8627, -0.0896], [5.0151, -1.1929, 4.1681], [5.3035, -4.1578, -5.8370], [2.7651, 4.8977, -0.8598], [-0.8752, 2.3655, -1.2729], [0.0582, -5.6057, -1.7329], [-1.0752, -5.4595, 3.6946], [-2.3479, 7.4677, 1.9229], [-1.3035, -0.2765, 4.7237], [-1.0670, -0.1312, -1.5618], [-6.6503, 0.8596, 0.7146], [2.3455, -2.7537, -3.7145], [5.2566, -3.4036, 0.4943], [3.3662, -3.1335, -3.9206], [1.7394, 8.0734, -1.3168], [3.1918, -1.5644, -5.7691], [2.0002, 4.5987, -3.3264], [2.9115, -1.7355, 2.7288], [-3.5660, 0.3190, 5.6837], [-6.1159, -0.7913, 0.8818], [-5.6759, -5.2042, 1.9774], [3.5728, -2.9139, -5.4012], [-1.0160, -2.9866, 3.6181], [-1.9176, -0.9074, 2.4445], [-3.0293, 0.2236, -4.0007], [-2.5418, -0.1685, 2.5213], [-2.1014, -2.8798, 3.6439], [-5.4663, -3.5794, 0.0002], [-1.0912, -1.8227, 0.3315], [-4.1840, 6.8871, -2.4177], [5.7269, -4.8426, 0.6551], [-2.1532, 1.5711, -3.2786], [3.1970, -4.1722, -3.6161], [0.3198, -0.8018, 1.3832], [1.3240, -2.9937, 0.6194], [-4.6357, 7.0204, -4.1383], [5.5151, -2.7880, 1.3685], [0.0849, 7.4668, 2.5820], [-4.1940, 6.3712, -3.3805], [2.0983, 2.9914, 3.3309], [-1.6652, 4.5688, 1.0829], [2.9200, 5.2368, 0.0330], [5.7454, -1.0387, 3.3743], [-5.1904, -6.2312, -0.0009], [2.1730, 1.9381, 3.0112], [-3.3803, 3.9502, -3.0402], [-1.0247, -0.2219, -3.5913], [-0.3904, -0.5534, 4.1844], [3.3719, -0.3640, 1.8640], [-3.2683, 5.3155, 0.9406], [-0.5284, 1.5506, 1.0514]]}

{"formula": "C43H117N4O26", "method": "wB97M-V/def2-TZVPD", "homo_energy_ev": -1.7288, "charge": -1, "e_lumo_ha": 0.063, "fmax_ev_per_a": 2.9, "species": ["H", "O", "O", "H", "H", "H", "H", "H", "H", "C", "C", "C", "H", "H", "H", "H", "C", "C", "H", "H", "H", "C", "N", "O", "O", "H", "C", "H", "C", "O", "H", "H", "H", "C", "H", "O", "H", "H", "H", "H", "O", "C", "C", "H", "C", "H", "H", "C", "C", "H", "C", "O", "H", "C", "C", "H", "C", "H", "H", "H", "H", "H", "H", "H", "H", "H", "H", "O", "H", "H", "H", "H", "H", "H", "H", "H", "H", "H", "C", "H", "O", "H", "O", "C", "O", "H", "H", "H", "H", "O", "O", "N", "H", "H", "H", "H", "H", "C", "H", "O", "H", "H", "C", "H", "H", "H", "H", "H", "H", "O", "C", "H", "H", "C", "O", "H", "H", "H", "C", "C", "H", "C", "O", "H", "C", "C", "H", "H", "H", "C", "H", "H", "H", "H", "C", "H", "H", "C", "C", "H", "H", "H", "O", "H", "C", "H", "O", "H", "H", "H", "H", "O", "C", "C", "H", "H", "C", "C", "O", "N", "H", "C", "H", "H", "O", "H", "O", "H", "H", "H", "H", "C", "H", "H", "H", "C", "O", "H", "H", "H", "C", "H", "H", "H", "N", "O", "H", "H", "H", "C"], "positions_angstrom": [[1.5122, 3.2925, -4.8263], [3.7461, 6.3212, 0.1623], [4.7593, 2.1138, -0.8087], [2.9389, 6.5306, -1.7871], [2.1767, 7.0041, 1.2740], [-0.2069, -4.9264, -2.7306], [-0.1794, -2.5526, -3.8327], [-1.4043, -3.4055, -4.5930], [2.6985, 1.2166, 3.8626], [6.4650, 1.1518, -2.3449], [0.8355, -0.0121, -0.0730], [-0.9942, -1.8102, -5.8477], [-2.7648, 1.8428, 5.5712], [1.3211, -1.9779, 0.5382], [6.3078, 3.1800, -1.7085], [1.7177, -5.1696, -0.7670], [-0.9521, -1.8870, 0.3409], [-1.0275, 0.7925, 3.2408], [-3.3347, -2.2466, -3.6707], [-6.0738, -5.4769, 0.5971], [4.4320, 4.0732, 2.6065], [1.8586, 3.2316, -3.7946], [-1.3713, -1.0883, 1.5480], [-5.2068, 0.7701, 3.1209], [2.5653, 4.3086, 5.9822], [-1.9390, 2.7487, -4.5079], [1.4158, 4.9132, 6.4415], [3.9374, 2.8252, 4.8345], [3.4148, 7.0929, -0.9837], [2.3902, -3.2720, -3.4169], [-4.2382, -5.8779, 2.1068], [1.8468, -1.5077, 5.4257], [-0.4065, -3.9062, -0.2821], [3.4288, -1.3738, -2.1441], [4.3628, -2.9301, -1.9434], [0.6476, 3.4109, -3.0435], [-4.6962, 2.4110, 1.9046], [-2.3897, -4.9301, -2.4265], [-2.5094, 1.3656, -5.8863], [3.5479, -1.8516, -4.3125], [-5.1929, -1.1213, -2.5060], [1.5908, -6.2406, -0.9246], [2.3476, 1.7820, -3.4734], [3.0055, 8.0726, -0.7372], [-5.0165, -5.2904, 0.4089], [0.7559, -1.8248, 3.4018], [1.5809, 5.9906, 6.4488], [5.1784, -0.7718, 2.9838], [1.2016, -6.6067, -2.3732], [0.2898, 0.4861, -0.8744], [-2.9797, 1.4770, -3.0492], [5.8787, 1.5530, -3.5624], [5.1649, -0.5870, 4.9385], [-2.0429, 1.3510, 1.0538], [-0.5024, -2.8422, -4.8326], [-5.7007, -0.9841, -4.5041], [-5.4365, -1.7389, -3.7634], [4.6022, 2.2364, 2.4672], [0.8270, 4.0127, 2.0808], [1.1947, 4.5451, 7.4433], [5.8674, -1.6088, 2.8704], [4.6356, -1.1541, 0.0338], [-2.0708, 0.9384, 3.5207], [-3.5900, 3.2721, -4.2750], [-6.3661, -2.2977, -3.6556], [-1.9331, 1.3014, -0.0295], [-0.5895, -0.0474, 3.7800], [-0.8809, -2.9910, 4.0946], [-1.8086, -1.2239, -5.4221], [-3.8141, 3.2933, 7.5158], [-5.8555, 1.7551, -0.0358], [-3.2193, -6.2477, -1.6837], [3.5705, 0.2164, 2.0948], [-4.7771, -0.2586, -2.5728], [0.7126, -1.9123, -1.0236], [1.0758, -7.6792, -2.5214], [1.1545, -3.4268, 3.9803], [-0.0344, -3.3754, 6.4200], [-5.9150, 1.0864, 0.8230], [-5.5239, -2.3253, -0.9234], [-3.2221, 5.0509, 6.6196], [2.5175, -5.2388, -3.0825], [3.2819, 1.3081, -4.4155], [-1.0689, 0.3928, 1.7260], [-2.6008, -1.5109, 2.2065], [4.0964, 1.2487, -3.9108], [-2.9440, -1.7363, -0.7287], [7.5294, 1.3016, -2.5256], [1.8036, -3.5068, -4.1397], [-4.3041, -5.0371, 1.6483], [-1.7509, -2.4241, -6.9447], [2.3480, -6.2322, -3.1502], [-1.8491, -3.7996, 0.6781], [-4.6533, -6.2155, -0.0388], [1.8986, 4.8004, 4.0047], [2.8381, 4.4727, -0.9127], [1.6795, 2.1239, 4.7503], [-0.1234, -6.0102, -2.8107], [-0.3754, 1.6296, 3.4901], [-5.3450, -2.9075, -0.1814], [2.4966, -6.8355, -0.8072], [-2.8284, -6.4692, -3.3561], [0.5035, -2.5703, 4.1559], [-1.8670, 2.3843, 1.3527], [-1.8050, -0.4586, -0.9994], [4.3896, 7.4132, -1.3513], [0.6665, -6.5224, -0.4202], [-6.3927, 2.3033, 2.5831], [0.5349, 4.6946, 5.8379], [-4.2912, 1.4312, -2.3555], [0.4007, 4.6446, 1.3017], [1.5299, 1.0645, -3.4060], [-1.3246, -2.4612, 3.4283], [-5.5375, 1.7700, 2.1679], [4.6496, -2.0144, -1.9138], [-2.5893, 0.4796, -3.2512], [0.5463, 1.7555, 1.0562], [-3.9562, -2.3752, -5.2808], [-2.9509, 2.3902, -4.3193], [-4.8002, -4.1547, -0.5878], [3.0109, 5.6297, 1.9850], [2.6385, 6.0431, 1.0477], [4.5370, -0.8503, 4.2617], [-6.9625, 0.7871, 0.8566], [0.3948, 0.6997, 1.2807], [3.9568, 3.0937, 2.6582], [-0.2551, -6.1453, -3.8843], [-5.1771, 3.3493, 5.6061], [3.4690, -1.5451, 1.8548], [-4.2187, -2.5415, -4.2361], [3.2352, 3.1250, 1.8419], [2.3129, 3.3714, 0.1084], [0.2327, -3.9589, -6.1766], [-4.6204, 0.0090, -0.2469], [2.7155, 4.3412, 4.5612], [-2.8580, 3.3300, 4.5770], [-2.1843, 1.7875, -2.3716], [1.5339, 5.1704, 0.3741], [6.0881, 2.2184, -1.2448], [-0.3508, 4.0766, 0.7533], [2.7693, -1.5331, -1.2910], [1.9886, -1.4259, -3.8104], [4.8387, -0.4740, 0.6802], [-0.0958, 5.4923, 1.7739], [0.8524, -1.9515, 5.4758], [0.9690, 5.8052, -0.3085], [-4.6061, 2.6832, 5.2162], [0.9360, 3.3698, -2.1288], [6.4865, 2.1900, -3.9449], [3.4960, 5.0943, 4.4530], [5.7826, 0.1331, 2.9196], [0.7787, -2.8797, 6.5421], [-1.8797, -1.5360, -0.8516], [2.8698, -1.9680, -3.4671], [-5.3296, -4.5270, -1.4649], [2.7668, 1.6479, -2.4762], [4.1426, -0.6889, 1.8914], [-3.1061, 3.6625, 6.7738], [-3.3255, 1.5940, -5.4354], [1.9902, 4.1074, -0.5033], [2.6645, 3.9654, -3.7800], [3.3004, 3.0565, 3.9808], [-4.8075, 1.1881, 3.8874], [1.0902, 0.3402, 2.0391], [-1.2025, -6.5326, -2.0266], [1.8666, 0.2520, -0.3076], [0.5644, -3.5590, -5.3693], [-1.9057, -1.8307, -7.6833], [6.7767, 2.1359, -0.4039], [-5.0236, -4.2786, -4.4664], [4.6070, 1.4194, -0.1635], [0.5185, -1.5078, -0.0302], [6.2272, 0.1427, -2.0083], [-3.7360, -4.0437, -0.7957], [-4.1627, 5.2054, 6.7337], [-0.8335, -3.4135, 0.5914], [-4.3186, -3.8851, -3.9471], [-0.2851, -3.5655, 1.5210], [3.5538, -0.2922, -2.1939], [-2.1267, 3.5252, 7.2321], [-3.2137, 2.8318, 5.4789], [0.1682, -1.1126, 5.6033], [1.9853, -6.4156, -4.0748], [-1.5019, -2.0042, -1.7605], [2.2230, 2.1069, 3.8992], [-5.2616, -0.1622, 0.4468], [-3.0740, 1.0577, 1.2512], [-0.2095, -1.1544, -6.2249], [-4.3905, 2.3741, -2.2048], [-2.4627, -6.0176, -2.4339]]}

{"formula": "C43H28O6", "method": "wB97M-V/def2-TZVPD", "homo_energy_ev": -9.5275, "e_lumo_ha": -0.040, "smiles": "C#CCCCc1ccc2c(c1)C(=O)C=CC2=O.O=C1c2ccccc2C(=O)c2ccccc21.O=C1c2ccccc2C(=O)c2ccccc21", "fmax_ev_per_a": 1.3, "species": ["O", "C", "H", "C", "H", "C", "H", "C", "C", "C", "C", "H", "C", "C", "H", "C", "C", "C", "C", "C", "H", "C", "C", "H", "H", "C", "C", "H", "C", "H", "H", "H", "H", "H", "H", "H", "O", "C", "C", "H", "C", "H", "C", "H", "C", "C", "C", "C", "H", "C", "C", "C", "C", "C", "C", "C", "H", "C", "C", "H", "O", "C", "C", "C", "H", "C", "H", "H", "H", "O", "H", "C", "C", "O", "H", "C", "O"], "positions_angstrom": [[7.5592, -6.6704, 5.3019], [-3.1038, 5.1826, -2.8721], [-3.2369, 6.1947, -3.2624], [7.2689, -5.9510, 4.3679], [4.4607, -1.1079, -1.7884], [5.8579, -4.1096, 3.4113], [9.3137, -7.5804, 3.7935], [3.4637, -0.9030, -1.4214], [-3.0056, 1.6515, -3.5604], [-6.8043, 4.4479, -2.4051], [-2.3499, -0.2559, 3.2552], [4.6213, -2.4988, 2.7246], [6.5236, -4.2737, 2.0912], [-0.0879, -0.9669, 3.6604], [-11.0011, 4.6214, -5.5326], [-5.6750, 5.2070, -2.7563], [-2.8649, 2.8333, -3.7221], [-1.3714, -0.7303, 4.1229], [8.2642, -5.4385, 0.7546], [-8.1613, 5.7578, -3.9271], [0.6751, -1.3326, 4.3334], [-0.7647, -0.2782, 1.4510], [-8.0271, 4.7217, -2.9876], [-4.9670, 6.8618, -3.9453], [-3.5043, 4.4655, -4.9234], [1.6094, -0.9834, 1.8458], [4.2406, -2.9737, 4.7748], [-3.0339, 0.5904, -3.5090], [5.5469, -4.7677, 5.7100], [-6.7223, 3.6469, -1.6822], [5.8072, -5.4048, 6.5439], [7.9658, -4.8377, -0.0933], [-1.8241, 4.4705, -4.4284], [2.6822, -0.4031, -3.3583], [-3.3506, -0.0654, 3.6200], [4.0639, -3.6733, 6.7980], [-1.3191, 0.3515, -0.7493], [1.9034, -0.7888, 0.4010], [-2.0479, -0.0305, 1.9226], [0.4115, 0.0827, -2.5165], [-5.8121, 6.2503, -3.6677], [-1.6119, -0.9136, 5.1618], [4.5698, -3.7950, 5.8490], [9.8101, -6.4659, -0.3104], [1.1894, -0.2329, -1.8345], [6.2003, -4.9238, 4.4940], [3.1854, -1.0459, -0.0727], [-9.5154, 5.9713, -4.5436], [-2.2224, 5.2213, -2.2337], [9.2979, -6.3522, 0.6361], [-2.8425, 4.2713, -4.0816], [-7.0580, 6.5229, -4.2464], [9.0216, -6.9828, 2.9411], [-10.3285, 4.7117, -4.6884], [0.9051, -0.3701, -0.4816], [9.6821, -7.1187, 1.7317], [3.9607, -1.3623, 0.6116], [0.2223, -0.7381, 2.3251], [-9.2600, 3.9258, -2.6470], [-4.3475, 5.2609, -1.0872], [-9.4884, 3.5232, -1.5379], [-4.3598, 4.8170, -2.0864], [2.4643, -0.5037, -2.3031], [7.6079, -5.2874, 1.9702], [10.4973, -7.8242, 1.6398], [7.9797, -6.0717, 3.0642], [-4.4146, 3.7366, -1.9336], [-2.8067, 0.3342, 1.2442], [3.4829, -2.2098, 4.8825], [2.4821, -1.3409, 2.6123], [-7.1352, 7.3436, -4.9479], [-0.4657, -0.0612, 0.0083], [4.8812, -3.1333, 3.5582], [6.1974, -3.5956, 1.1369], [-10.7454, 2.7920, -3.8766], [-10.2023, 3.7248, -3.8049], [-9.9295, 7.0514, -4.8680]]}